Record 1
DFT (ωB97M-V with the def2-TZVPD basis set) results for a molecular structure, C8H16CuO10S2 at a distorted geometry.

The geometry in ORCA input format:
```
! RIJCOSX wB97M-V def2-TZVPD def2/J DEFGRID3
* xyz -2 2
Cu 0.88 0.69 -0.87
S -0.52 0.84 -3.18
O 0.00 0.51 -4.48
O -1.91 1.29 -3.20
O -0.37 -0.24 -2.25
O 0.42 1.81 -2.56
S 3.47 1.18 -0.24
O 4.53 0.59 0.53
O 4.24 2.37 -0.69
O 2.95 0.34 -1.34
O 2.32 1.55 0.48
C -1.98 2.66 1.64
C -2.95 1.61 1.24
C -2.20 0.68 0.25
O -0.86 1.22 0.33
C -0.60 2.07 1.45
H -2.09 2.95 2.69
H -2.22 3.60 1.14
H -3.84 2.10 0.85
H -3.33 0.99 2.05
H -2.51 0.61 -0.79
H -2.30 -0.33 0.64
H 0.05 2.88 1.10
H -0.14 1.62 2.33
C 0.83 -3.41 -0.47
C -0.21 -3.04 0.59
C 0.29 -1.78 1.21
O 1.09 -1.19 0.22
C 1.81 -2.25 -0.41
H 0.35 -3.40 -1.45
H 1.29 -4.39 -0.44
H -0.64 -3.82 1.21
H -1.08 -2.87 -0.05
H 0.89 -1.99 2.10
H -0.54 -1.13 1.49
H 2.64 -2.46 0.26
H 2.23 -1.86 -1.35
*
```

Calculated values
HOMO-LUMO gap (spin up / spin down)   5.32 / 5.31 eV
<S²>   0.752
E_HOMO (spin up / spin down)   -0.6754 / -0.6668 eV
Energy above the lowest of the compared OMol25 structures with the same formula, charge and spin   56.0 kcal per mole
Lowest unoccupied orbital energy (spin up / spin down)   4.65 / 4.65 eV

Record 2
DFT (ωB97M-V with the def2-TZVPD basis set) results for a molecular structure, C47H68N8OP3Y.

The geometry in ORCA input format:
```
! RIJCOSX wB97M-V def2-TZVPD def2/J DEFGRID3
* xyz 0 1
Y -0.25 0.24 0.40
C 4.14 1.66 0.76
C 3.66 2.23 -0.57
C 4.85 2.21 -1.53
P 2.00 1.57 -1.15
C 1.32 3.02 -2.09
C 2.26 3.82 -2.99
C 0.10 2.56 -2.87
C 2.25 0.30 -2.44
C 3.15 0.49 -3.50
C 3.36 -0.42 -4.52
C 4.33 -0.15 -5.64
C 2.60 -1.59 -4.47
C 1.69 -1.81 -3.47
C 1.44 -0.87 -2.43
N 0.43 -1.06 -1.51
C -0.11 -2.36 -1.41
C 0.69 -3.48 -1.16
C 0.15 -4.75 -1.05
C -1.22 -4.97 -1.19
C -1.82 -6.34 -1.07
C -2.02 -3.86 -1.43
C -1.50 -2.56 -1.53
P -2.52 -1.04 -1.72
C -2.75 -0.94 -3.57
C -3.34 -2.19 -4.22
C -1.44 -0.57 -4.25
C -4.21 -1.56 -1.18
C -5.11 -0.32 -1.31
C -4.21 -2.05 0.27
H 4.90 2.32 1.19
H 3.34 1.54 1.49
H 4.61 0.68 0.62
H 3.39 3.28 -0.38
H 5.12 1.19 -1.79
H 4.68 2.77 -2.45
H 5.71 2.67 -1.03
H 0.99 3.69 -1.29
H 2.62 3.23 -3.84
H 1.70 4.67 -3.41
H 3.11 4.23 -2.46
H 0.40 1.94 -3.72
H -0.60 1.99 -2.25
H -0.45 3.42 -3.26
H 3.73 1.40 -3.53
H 4.80 0.82 -5.53
H 5.12 -0.90 -5.68
H 3.82 -0.16 -6.61
H 2.72 -2.34 -5.24
H 1.11 -2.72 -3.50
H 1.76 -3.35 -1.06
H 0.80 -5.60 -0.86
H -1.11 -7.11 -1.38
H -2.11 -6.56 -0.04
H -2.71 -6.44 -1.69
H -3.09 -4.01 -1.55
H -3.45 -0.11 -3.69
H -2.75 -3.08 -3.98
H -4.38 -2.37 -3.93
H -3.33 -2.08 -5.31
H -0.77 -1.43 -4.29
H -1.64 -0.25 -5.28
H -0.92 0.23 -3.73
H -4.59 -2.36 -1.83
H -4.69 0.52 -0.76
H -5.24 -0.01 -2.35
H -6.10 -0.53 -0.91
H -3.53 -1.46 0.88
H -5.21 -1.95 0.70
H -3.92 -3.10 0.34
C -0.16 -3.54 5.23
N -0.51 -3.02 3.92
C -1.34 -3.64 3.03
C -1.34 -2.86 1.91
N -0.54 -1.77 2.11
C -0.04 -1.89 3.33
P 1.34 -0.93 4.04
C 0.66 0.73 3.89
N -0.19 1.10 2.94
C -0.75 2.27 3.36
C -0.25 2.60 4.59
N 0.64 1.61 4.93
C 1.45 1.57 6.13
C 2.40 -1.09 2.57
N 2.05 -0.78 1.34
C 2.97 -1.38 0.52
C 3.88 -2.06 1.28
N 3.51 -1.88 2.58
C 4.21 -2.40 3.74
H -0.88 -4.32 5.49
H -0.22 -2.75 5.98
H 0.84 -3.96 5.23
H -1.85 -4.56 3.26
H -1.85 -3.03 0.98
H -1.48 2.80 2.75
H -0.45 3.42 5.24
H 1.58 2.59 6.49
H 2.43 1.15 5.91
H 0.97 0.98 6.91
H 2.94 -1.26 -0.55
H 4.73 -2.65 1.00
H 5.04 -3.02 3.39
H 3.55 -3.02 4.35
H 4.61 -1.59 4.35
C -1.52 4.17 -0.36
C -2.69 3.73 0.48
C -3.66 4.66 0.82
C -4.73 4.35 1.65
C -4.78 3.06 2.16
C -3.84 2.09 1.83
C -3.92 0.75 2.50
C -2.77 2.37 0.91
N -1.88 1.42 0.53
H -1.14 5.15 -0.03
H -1.77 4.26 -1.42
H -0.72 3.43 -0.26
H -3.57 5.67 0.43
H -5.48 5.08 1.90
H -5.56 2.79 2.86
H -4.24 0.86 3.55
H -2.96 0.24 2.47
H -4.65 0.09 2.02
C 1.76 4.44 2.03
O 1.44 3.23 1.37
H 2.79 4.44 2.41
H 1.07 4.64 2.86
H 1.66 5.24 1.30
H 1.49 2.51 2.00
*
```

Calculated values
HOMO-LUMO gap   4.68 eV
E_HOMO   -4.8059 eV
Lowest unoccupied orbital energy   -0.13 eV

Record 3
DFT (ωB97M-V with the def2-TZVPD basis set) results for a molecular structure, C27H57N5NiO5 at a distorted geometry.

The geometry in ORCA input format:
```
! RIJCOSX wB97M-V def2-TZVPD def2/J DEFGRID3
* xyz 0 3
Ni -0.25 0.53 0.86
C -0.28 5.29 -4.05
C -0.10 4.56 -5.42
C 0.77 5.57 -6.20
C 1.21 4.95 -7.50
C 2.12 3.86 -7.21
C 1.37 2.71 -6.46
N 0.70 3.26 -5.22
O 0.21 2.32 -4.23
C 2.43 1.74 -5.94
C 0.42 1.97 -7.45
C -1.46 4.44 -6.04
H -0.60 6.33 -4.15
H 0.62 5.39 -3.45
H -0.99 4.70 -3.47
H 1.60 5.96 -5.61
H 0.26 6.48 -6.53
H 1.79 5.73 -7.97
H 0.32 4.74 -8.09
H 3.02 4.24 -6.72
H 2.48 3.48 -8.16
H 2.00 0.74 -5.96
H 2.82 1.89 -4.94
H 3.31 1.63 -6.58
H -0.50 2.48 -7.74
H 0.12 1.04 -6.97
H 0.88 1.75 -8.42
H -1.45 4.63 -7.12
H -2.13 5.17 -5.59
H -1.91 3.57 -5.57
C 2.58 -6.49 1.90
C 1.20 -5.79 1.54
C 0.15 -7.00 1.50
C -0.09 -7.73 2.79
C -0.59 -6.74 3.84
C 0.33 -5.46 4.09
N 0.82 -4.95 2.78
O 1.46 -3.65 2.77
C 1.55 -5.84 5.03
C -0.44 -4.56 4.99
C 1.33 -5.16 0.05
H 2.71 -6.89 2.91
H 3.30 -5.67 1.91
H 2.96 -7.19 1.16
H 0.55 -7.74 0.81
H -0.73 -6.58 1.01
H 0.84 -8.18 3.14
H -0.86 -8.50 2.68
H -0.54 -7.45 4.67
H -1.63 -6.48 3.63
H 1.82 -6.88 5.21
H 1.54 -5.48 6.06
H 2.45 -5.33 4.69
H 0.12 -3.66 5.26
H -0.81 -5.12 5.85
H -1.32 -4.21 4.44
H 0.44 -4.74 -0.41
H 1.61 -6.01 -0.57
H 2.12 -4.44 -0.17
C 4.76 4.34 1.67
O 3.67 4.01 1.29
N 5.80 4.76 0.91
C 7.14 5.21 1.35
C 5.62 4.99 -0.57
H 5.10 4.51 2.70
H 7.25 6.20 0.92
H 7.94 4.63 0.89
H 7.21 5.14 2.44
H 4.74 4.44 -0.88
H 5.22 5.98 -0.79
H 6.37 4.67 -1.30
C -5.76 -2.26 -0.76
O -4.81 -1.95 -0.03
N -6.93 -2.77 -0.32
C -8.04 -2.97 -1.20
C -7.17 -3.13 1.06
H -5.75 -2.06 -1.84
H -8.38 -3.98 -0.96
H -7.87 -2.86 -2.27
H -8.82 -2.26 -0.90
H -6.58 -2.46 1.68
H -8.17 -2.86 1.40
H -7.06 -4.20 1.21
C -2.87 3.02 5.91
O -2.31 2.56 4.94
N -2.32 3.06 7.16
C -3.14 3.63 8.27
C -0.99 2.73 7.64
H -3.87 3.48 5.95
H -2.54 4.48 8.56
H -2.96 2.91 9.07
H -4.16 3.98 8.08
H -0.45 3.64 7.90
H -1.12 1.88 8.31
H -0.41 2.23 6.86
*
```

Calculated values
HOMO-LUMO gap (spin up / spin down)   5.19 / 4.62 eV
<S²>   2.011
E_HOMO (spin up / spin down)   -4.4455 / -4.4453 eV
Lowest unoccupied orbital energy (spin up / spin down)   0.74 / 0.18 eV

Record 4
DFT (ωB97M-V with the def2-TZVPD basis set) results for a single C4H4N2O3 molecule at a distorted geometry.

The geometry in ORCA input format:
```
! RIJCOSX wB97M-V def2-TZVPD def2/J DEFGRID3
* xyz 0 1
C -0.17 0.44 0.17
C 1.11 0.91 0.08
C 1.04 -1.75 -0.01
C -0.20 -1.05 -0.12
N 2.15 0.09 -0.06
N 3.45 0.31 0.03
O 1.76 -2.69 0.01
O 3.87 1.45 -0.08
O 4.17 -0.67 0.06
H -0.99 1.20 0.39
H 1.20 1.95 0.06
H -0.88 -1.71 0.60
H -0.65 -1.14 -1.12
*
```

Calculated values
HOMO-LUMO gap   8.21 eV
E_HOMO   -8.6991 eV
Energy above the lowest of the compared OMol25 structures with the same formula, charge and spin   156.9 kcal per mole
Lowest unoccupied orbital energy   -0.48 eV

Record 5
DFT (ωB97M-V with the def2-TZVPD basis set) results for a molecular structure, C30H27CeN9O3S.

The geometry in ORCA input format:
```
! RIJCOSX wB97M-V def2-TZVPD def2/J DEFGRID3
* xyz 2 1
Ce -0.23 -1.75 0.02
N -4.42 -2.29 2.30
C -3.24 -1.90 1.80
S -3.11 -1.66 0.09
N -2.31 -1.65 2.72
N -1.04 -1.64 2.31
C -0.17 -1.10 3.09
C 1.25 -1.22 2.77
C 2.22 -0.61 3.56
C 3.56 -0.78 3.23
C 3.90 -1.57 2.14
C 2.88 -2.15 1.41
N 1.59 -1.98 1.71
H -5.22 -2.37 1.70
H -4.52 -2.40 3.30
H -0.47 -0.60 4.00
H 1.92 -0.03 4.42
H 4.33 -0.32 3.83
H 4.93 -1.74 1.86
H 3.10 -2.79 0.57
O -0.46 -3.28 -4.01
C -0.34 -3.21 -2.82
N 0.49 -2.33 -2.11
C 1.64 -1.82 -2.73
O 2.23 -2.30 -3.66
C 2.17 -0.57 -2.07
C 2.97 0.28 -2.81
C 3.43 1.43 -2.20
C 3.08 1.68 -0.87
C 2.27 0.78 -0.22
N 1.81 -0.33 -0.80
C -1.22 -4.05 -1.92
C -2.21 -4.82 -2.50
C -3.01 -5.59 -1.67
C -2.79 -5.58 -0.30
C -1.78 -4.79 0.19
N -1.01 -4.02 -0.59
H 3.21 0.01 -3.82
H 4.07 2.12 -2.74
H 3.43 2.56 -0.36
H 1.97 0.95 0.81
H -2.32 -4.81 -3.57
H -3.80 -6.20 -2.09
H -3.38 -6.18 0.38
H -1.56 -4.76 1.26
C -0.94 4.95 -1.34
N -0.56 3.54 -1.47
N -0.72 2.66 -0.44
C -0.70 1.40 -0.94
O -0.76 0.38 -0.15
C -0.57 1.49 -2.33
C -0.51 2.84 -2.62
C -0.45 3.53 -3.94
C -0.54 3.01 0.94
C -1.42 2.49 1.88
C -1.22 2.78 3.22
C -0.17 3.60 3.61
C 0.70 4.12 2.66
C 0.52 3.81 1.32
H -1.14 5.17 -0.30
H -1.85 5.14 -1.92
H -0.14 5.59 -1.69
H -0.55 0.67 -3.02
H -0.30 2.80 -4.73
H 0.36 4.26 -3.96
H -1.38 4.06 -4.14
H -2.25 1.86 1.57
H -1.91 2.39 3.96
H -0.03 3.85 4.66
H 1.51 4.77 2.96
H 1.20 4.21 0.57
*
```

Calculated values
HOMO-LUMO gap   6.11 eV
E_HOMO   -13.4711 eV
Energy above the lowest of the compared OMol25 structures with the same formula, charge and spin   17.8 kcal per mole
Lowest unoccupied orbital energy   -7.36 eV

Record 6
DFT (ωB97M-V with the def2-TZVPD basis set) results for a gas-phase ion, C10H13N2 (charge +1) at a distorted geometry.

The geometry in ORCA input format:
```
! RIJCOSX wB97M-V def2-TZVPD def2/J DEFGRID3
* xyz 1 1
C -3.12 0.21 -0.05
C -1.69 -0.21 -0.32
C -1.18 -1.66 -0.02
C -0.66 0.71 0.48
C -0.83 2.14 0.06
N -0.95 3.18 -0.41
N 0.74 0.36 0.21
C 1.43 -0.42 1.13
C 2.74 -0.61 0.91
C 3.34 -0.22 -0.31
C 2.63 0.59 -1.21
C 1.29 0.83 -0.93
H -3.45 0.19 1.06
H -3.19 1.18 -0.28
H -3.69 -0.49 -0.69
H -1.34 -0.18 -1.29
H -1.45 -1.76 0.99
H -1.81 -2.35 -0.48
H -0.18 -1.91 -0.15
H -0.96 0.47 1.46
H 1.00 -0.74 2.08
H 3.22 -1.17 1.74
H 4.39 -0.57 -0.32
H 2.98 1.01 -2.16
H 0.75 1.40 -1.50
*
```

Calculated values
HOMO-LUMO gap   10.06 eV
SMILES   CC(C)[C@H](C#N)[n+]1ccccc1
E_HOMO   -15.0138 eV
Energy above the lowest of the compared OMol25 structures with the same formula, charge and spin   70.7 kcal per mole
Lowest unoccupied orbital energy   -4.95 eV

no.,E_tot (eV)
1,-95339.938
2,-92723.007
3,-87641.078
4,-13329.059
5,-74855.196
6,-13552.267